No. 1
C29H19F9N3O6PV | wB97M-V/def2-TZVPD

Cartesian coordinates (Å):
O: 0.658 -1.742 0.948
H: 0.090 2.267 -1.468
F: -6.062 -5.350 -1.219
H: -4.684 0.041 2.866
C: -3.820 0.311 4.799
H: -4.855 1.936 -2.722
N: -0.502 1.922 -0.713
C: 2.599 -1.340 -0.311
P: -2.429 -0.199 1.004
C: -2.526 0.053 2.791
O: 2.632 -2.407 1.817
C: -3.419 1.125 0.247
C: -3.203 -4.126 0.328
F: -6.104 -5.780 0.898
O: 0.653 2.794 2.467
C: -5.294 -5.453 -0.120
F: -3.535 -0.261 7.591
H: -0.486 3.704 0.387
H: -1.498 -2.895 0.735
H: 3.236 -0.527 -4.005
H: -4.773 0.370 5.307
O: -0.463 -0.267 -2.207
C: 1.971 -1.874 0.973
C: -3.586 2.343 0.907
C: -3.315 -1.739 0.635
H: -6.403 -3.033 0.106
H: -1.470 1.948 -1.030
C: -3.870 0.987 -1.068
O: 0.499 0.040 -4.206
N: -0.366 2.705 0.441
H: 4.605 -2.099 -0.231
H: -3.743 0.046 -1.591
C: -4.700 -1.784 0.476
C: 4.102 -1.232 -2.151
C: 1.867 -0.475 -2.341
N: 1.703 -0.715 -1.045
C: -5.329 -2.991 0.233
H: 5.074 -1.420 -2.587
H: -3.222 2.469 1.918
C: -4.658 3.251 -1.039
F: -3.269 1.861 7.268
C: 0.415 2.173 1.468
C: -5.352 4.408 -1.713
O: 0.800 0.939 1.209
C: -4.495 2.046 -1.708
V: -0.048 -0.216 -0.020
F: -5.343 4.283 -3.048
C: -1.349 0.146 3.526
H: -0.496 0.418 5.477
H: -4.342 4.345 0.778
F: -1.547 0.597 7.618
C: -4.575 -4.156 0.153
F: -6.631 4.500 -1.322
H: -0.386 0.080 3.038
C: -2.637 0.419 5.525
C: 3.860 -1.598 -0.833
C: -1.407 0.335 4.902
F: -4.446 -6.470 -0.310
F: -4.754 5.571 -1.410
C: -4.210 3.401 0.265
C: -2.738 0.652 7.013
C: -3.766 0.126 3.433
H: -2.629 -5.040 0.280
C: 0.541 -0.203 -2.923
H: -5.290 -0.878 0.535
H: -0.417 0.123 -4.518
C: 3.085 -0.708 -2.950
C: -2.570 -2.914 0.569

Cartesian forces (eV/Å) of the 6 atoms listed first:
O -0.446 0.312 -0.090
H 0.016 0.006 0.028
F 0.019 -0.012 0.026
H -0.012 -0.001 0.008
C -0.026 -0.005 -0.038
H 0.000 0.003 -0.004

Properties
**Charge**: +1
**Spin multiplicity**: 3
**Calculated total energy**: -3916.3822 Ha

Mulliken population analysis, charges in e, atoms 1 to 5: -0.588 0.296 -0.254 0.423 -1.237

No. 2
C5H10O | wB97M-V/def2-TZVPD

Cartesian coordinates (Å):
H: -0.530 -0.954 -1.476
H: 1.435 -2.289 0.479
H: 1.139 -0.472 -1.235
C: -0.542 2.512 0.841
H: -0.256 -2.767 0.255
C: 0.270 -0.913 -0.725
C: -0.557 1.372 -0.150
C: 0.610 -2.317 -0.242
C: -0.140 0.016 0.412
H: 0.708 0.171 1.091
H: -0.936 -0.432 1.023
H: -1.544 1.340 -0.638
O: -0.147 2.438 1.981
H: -0.897 3.486 0.434
H: 0.153 1.647 -0.939
H: 0.906 -2.969 -1.071

Cartesian forces (eV/Å) of the 6 atoms listed first:
H 0.077 -0.043 0.125
H -0.119 -0.029 -0.090
H -0.127 -0.094 0.065
C 0.137 0.010 0.229
H 0.132 -0.002 -0.052
C 0.043 -0.081 -0.076

Properties
**Energy relative to the best compared isomer or geometry (same formula, charge and spin)**: 35.4 kJ/mol
**Charge**: 0
**Spin multiplicity**: 1
**Calculated total energy**: -271.7391 Ha
**SMILES string**: CCCCC=O

Mulliken population analysis, charges in e, atoms 1 to 5: 0.315 0.314 0.303 -0.026 0.318

No. 3
C52H128F12N8O28S4 | wB97M-V/def2-TZVPD

Cartesian coordinates (Å):
O: -2.671 3.153 0.655
C: -4.920 3.675 -0.884
H: -5.812 -5.467 -0.929
C: -4.371 -1.516 -1.922
O: -2.749 1.985 -1.502
H: 4.117 -1.134 0.672
O: 7.172 -0.717 -3.686
H: -0.195 -3.658 4.195
O: 3.587 1.117 -4.177
H: 4.960 1.948 -1.875
H: -0.580 6.355 3.410
H: -0.308 -8.053 -1.306
O: 2.243 7.071 -3.219
C: 2.948 -4.999 -1.875
F: -5.668 2.804 -0.151
O: 3.464 2.814 -0.688
O: -1.437 -2.979 2.211
F: -1.567 0.315 6.140
C: -0.533 -0.305 6.765
H: 1.635 0.519 -4.422
H: -0.166 4.880 5.176
C: 3.791 5.119 0.722
H: -1.920 1.539 2.895
H: 8.467 -1.707 -4.905
H: -5.168 0.689 1.729
S: 4.138 -3.548 -2.378
H: -2.781 -2.577 0.640
C: -1.144 2.172 -4.048
C: -4.570 -8.199 -2.923
C: 0.165 -7.086 -1.481
H: 6.840 1.641 -4.113
H: 3.726 7.802 -1.870
H: -5.714 -3.141 -0.455
H: 6.700 -1.924 -2.031
H: -0.464 -0.904 1.496
H: -0.174 -3.699 -1.813
H: -3.327 1.090 -7.918
H: -4.236 6.612 3.712
H: -3.341 -6.805 -1.919
H: 0.460 6.423 1.946
C: 0.510 4.694 -4.251
H: 9.032 -1.709 -3.285
C: 1.223 7.498 -2.349
O: 1.123 0.486 4.762
H: -3.348 -4.244 6.773
H: -1.423 4.198 2.332
H: -5.701 -7.671 -1.240
H: -7.085 -2.236 -0.287
F: 4.231 4.792 1.943
H: -4.457 0.243 3.268
C: -0.478 6.061 2.365
H: -2.003 -8.374 -3.105
H: 0.454 -6.024 6.066
O: 4.571 0.239 2.196
H: 0.945 -7.300 -2.212
F: 0.082 0.517 7.638
N: -0.471 4.535 2.312
H: -4.304 -9.109 -2.386
H: 4.820 -0.458 -2.822
C: 1.032 3.245 -4.020
H: 2.829 -0.966 1.846
C: 4.080 1.557 6.710
C: -4.231 -0.875 -3.220
H: -0.836 4.965 -2.518
H: 4.218 7.323 -3.488
N: 5.740 0.918 4.835
O: -0.777 -6.186 -2.016
F: -5.154 4.947 -0.471
H: 1.136 -4.509 4.528
C: -1.857 0.521 2.511
S: 2.581 3.777 -0.086
C: -3.278 6.925 3.297
O: -3.062 0.195 1.805
C: -0.578 -5.969 5.721
N: -0.896 0.600 0.252
H: -1.615 -5.668 3.863
C: -5.740 -0.759 -5.384
H: -4.788 -2.462 -4.476
C: -1.621 6.578 1.549
H: 1.284 -3.333 2.509
N: 0.016 5.364 -2.886
F: -1.036 -1.359 7.344
H: -2.115 2.628 -3.855
N: -5.208 -1.575 -4.237
H: -3.215 7.979 3.028
O: 0.313 -1.806 4.513
O: -2.884 6.179 2.112
H: -2.666 4.865 6.336
H: -5.911 0.263 -5.047
H: 1.458 7.127 -1.352
H: -1.093 2.218 -5.136
H: -4.783 -8.560 -3.929
H: 1.272 -5.020 1.904
H: -0.376 7.392 -3.893
C: 0.692 -4.242 2.399
O: -0.894 -1.693 -1.385
C: 5.078 1.915 3.827
H: 1.283 5.356 -4.641
H: 6.613 1.227 5.239
H: 2.591 -0.760 -4.727
H: -0.248 -3.548 0.563
H: -6.063 -1.877 -3.791
H: -1.544 7.661 1.452
H: 3.570 1.083 7.549
O: 5.193 2.343 7.105
H: 5.903 2.180 3.166
N: 5.679 1.418 -2.347
C: -0.115 6.950 -2.932
H: -0.302 4.690 -4.978
H: 5.177 -0.198 6.550
H: -0.190 4.127 1.432
F: 2.442 -5.687 -3.001
H: 1.393 2.891 -4.986
F: 1.937 -4.615 -1.127
C: 8.502 -1.089 -4.008
H: 0.960 -1.059 -2.060
H: -7.493 -5.955 -1.020
H: -1.002 -6.951 5.927
C: -2.544 3.901 5.842
C: -2.872 0.228 -7.431
H: 0.701 5.208 -2.161
C: 2.599 0.318 -4.889
H: 3.042 0.284 0.683
H: 4.780 2.790 4.405
H: -5.354 -0.166 -7.339
O: 5.254 -4.082 -3.154
H: -4.087 -2.568 -1.914
C: 3.576 7.054 -2.649
H: 6.058 0.105 4.327
H: -2.445 -7.446 -4.612
N: -3.550 -7.029 -2.881
C: -6.005 -2.097 -0.340
C: 0.114 0.385 -0.928
H: -0.071 3.105 5.311
H: -4.724 -1.907 -6.887
H: -0.034 -6.517 3.656
H: -0.422 -2.537 -3.193
H: -1.718 0.094 -0.046
H: -3.502 -2.497 2.268
H: 1.203 4.337 3.469
H: -4.105 -6.300 -3.305
H: 4.014 3.823 8.119
H: 1.919 3.283 -3.388
H: -3.246 -5.353 5.559
F: 3.110 6.298 0.888
C: 4.949 3.265 8.161
H: -3.729 -1.143 -1.124
C: -1.068 -6.402 -3.381
O: 1.677 3.225 0.955
C: 0.230 3.846 3.445
S: 0.818 -0.800 5.451
C: 6.850 -0.886 -2.329
H: 1.011 -1.652 -0.517
H: -2.556 -0.556 -8.119
H: -0.851 7.208 -2.171
F: 4.768 5.375 -0.068
C: -0.540 -3.927 1.543
H: 0.295 2.833 3.049
H: 4.776 1.921 -5.684
H: 5.194 -0.176 -1.109
O: 1.849 -1.481 6.280
O: -3.581 -0.259 -6.257
H: 4.883 2.687 9.082
C: -0.550 0.162 1.706
H: 5.365 0.424 -5.143
C: -2.794 -3.027 1.632
C: -5.898 -7.687 -2.312
H: -4.316 0.208 -3.304
H: -5.663 -1.766 0.641
O: -1.898 3.945 4.607
H: 1.243 8.588 -2.326
H: 3.738 6.020 -2.348
O: -2.274 4.326 -1.413
C: 5.837 1.945 -3.814
C: 0.351 -1.065 -1.156
H: 3.978 -0.245 5.330
H: -2.658 6.750 4.177
C: 3.600 -0.415 1.307
H: -0.188 -6.624 -3.985
H: -7.003 -4.601 -1.872
H: -0.434 0.717 -1.810
O: 3.296 -2.557 -3.019
C: -0.761 -2.872 -2.213
C: -4.834 -0.846 -6.664
N: 0.326 -4.480 3.925
H: -1.926 0.704 -7.170
C: 3.988 1.277 3.003
H: -2.158 3.152 6.534
H: 3.341 2.198 6.230
H: 9.074 -0.184 -4.211
C: -0.488 3.935 4.740
O: 0.054 2.551 -3.333
C: 4.858 1.318 -4.780
O: -6.236 -6.435 -2.761
H: 7.611 -0.494 -1.654
H: -1.819 -0.142 3.375
H: -6.753 -8.333 -2.509
H: -3.018 -5.840 7.287
H: -1.123 -4.823 1.330
H: 2.524 0.523 -5.956
H: 3.663 2.051 2.307
H: -6.741 -1.142 -5.586
H: -1.325 1.515 0.245
O: 1.702 4.469 -0.998
O: 4.618 -2.993 -1.145
H: 5.895 3.025 -3.676
H: -3.217 -0.980 -3.605
F: -5.386 3.667 -2.149
C: -4.254 0.740 2.319
O: -1.315 -4.924 6.487
H: 6.535 1.727 -1.909
H: 5.681 4.038 8.395
H: 3.065 0.997 3.511
C: -6.650 -5.599 -1.613
C: -2.206 -7.400 -3.549
H: -1.663 6.229 0.517
H: -1.295 -5.408 -3.766
H: -3.092 -4.066 1.494
C: 4.674 0.436 5.819
H: -3.479 3.419 5.556
F: 3.680 -5.780 -1.069
H: 0.911 1.104 -0.742
H: 0.685 -6.588 -0.663
O: -5.738 -1.339 -1.593
H: -1.155 1.083 -4.066
C: -0.579 -5.739 4.191
C: -2.760 -5.123 6.508
S: -2.999 3.229 -0.766
H: -1.809 -3.155 -2.310
C: 5.586 -0.119 -2.124
H: 0.286 0.636 2.219
H: -4.100 1.773 2.628

Cartesian forces (eV/Å) of the 6 atoms listed first:
O -0.524 -0.363 -0.135
C -0.473 0.856 0.012
H 0.228 -0.155 0.006
C -0.882 0.102 1.447
O -1.187 -0.061 0.642
H 0.246 0.142 0.127

Properties
**Energy relative to the best compared isomer or geometry (same formula, charge and spin)**: 543.2 kJ/mol
**Charge**: +4
**Spin multiplicity**: 1
**Calculated total energy**: -7392.3851 Ha

Mulliken population analysis, charges in e, atoms 1 to 5: -0.640 0.351 0.185 1.136 -0.485

No. 4
C6H13ISi | wB97M-V/def2-TZVPD

Cartesian coordinates (Å):
C: -0.007 0.843 -0.966
Si: -0.840 -0.494 0.019
H: 1.257 -1.775 -0.221
I: 4.092 -0.498 -0.374
H: -0.534 1.818 -0.883
H: -0.130 -2.839 0.139
H: -0.647 0.980 1.898
H: -3.140 -1.179 -0.945
H: -1.045 -0.492 2.747
C: 2.992 2.343 0.336
C: -2.709 -0.463 -0.225
C: 0.204 -2.027 -0.451
H: -3.170 -0.453 0.801
H: 0.016 -2.201 -1.554
H: 2.132 2.998 0.412
C: -0.561 -0.090 1.907
C: 2.917 1.027 0.219
H: -2.984 0.562 -0.467
H: 0.965 0.566 -1.494
H: 0.591 -0.232 2.017
H: 3.975 2.677 0.554

Cartesian forces (eV/Å) of the 6 atoms listed first:
C 0.269 -0.420 0.526
Si 0.795 -0.529 0.924
H -0.514 -0.253 -0.300
I 0.284 -0.067 0.173
H 1.113 -0.327 -0.793
H -0.110 -1.176 0.414

Properties
**Energy relative to the best compared isomer or geometry (same formula, charge and spin)**: 444.5 kJ/mol
**Charge**: 0
**Spin multiplicity**: 1
**Calculated total energy**: -823.3346 Ha

Mulliken population analysis, charges in e, atoms 1 to 5: -0.715 0.467 0.021 0.153 0.302

No. 5
C4H4N6O2 | wB97M-V/def2-TZVPD

Cartesian coordinates (Å):
N: -0.400 -2.555 -0.122
N: 0.582 0.635 0.003
N: 2.119 2.190 -0.050
C: 2.640 0.956 0.013
O: -2.821 -0.233 0.197
O: -1.988 1.867 0.062
N: -1.857 0.663 0.029
H: -0.058 2.630 -0.062
C: -1.013 -1.383 0.025
H: 3.667 0.871 -0.223
N: -2.327 -1.491 0.150
C: 0.814 1.986 -0.010
H: 0.615 -2.693 0.161
C: -0.592 -0.059 -0.039
N: 1.740 -0.035 -0.006
H: -1.121 -3.351 -0.127

Cartesian forces (eV/Å) of the 6 atoms listed first:
N 1.618 -2.851 0.122
N 0.568 0.902 -0.092
N -1.172 0.589 0.545
C -1.211 -0.449 -1.179
O -1.704 0.960 -0.270
O -1.272 0.565 0.000

Properties
**Energy relative to the best compared isomer or geometry (same formula, charge and spin)**: 265.6 kJ/mol
**Charge**: 0
**Spin multiplicity**: 1
**Calculated total energy**: -633.6634 Ha
**SMILES string**: Nc1no[n+]([O-])c1-n1cncn1

Mulliken population analysis, charges in e, atoms 1 to 5: -0.452 0.603 -0.602 -0.167 -0.134

No. 6
C4H6O2 | wB97M-V/def2-TZVPD

Cartesian coordinates (Å):
C: -0.950 0.435 0.245
H: 1.106 0.952 0.595
H: -1.109 2.012 2.015
H: 1.525 -1.424 0.258
H: -0.130 -2.197 -0.002
O: -2.027 0.012 0.005
O: -0.236 2.166 1.633
C: 0.623 -1.491 -0.342
C: 0.438 -0.738 -1.431
C: 0.058 1.095 0.805
H: 1.175 -0.012 -1.762
H: -0.472 -0.808 -2.019

Cartesian forces (eV/Å) of the 6 atoms listed first:
C -0.656 -0.181 0.051
H -0.326 -0.080 -0.006
H 0.151 0.184 0.120
H -0.077 -0.032 -0.129
H 0.108 0.072 -0.105
O 0.724 0.340 0.172

Properties
**Energy relative to the best compared isomer or geometry (same formula, charge and spin)**: 318.0 kJ/mol
**Charge**: 0
**Spin multiplicity**: 1
**Calculated total energy**: -306.3852 Ha
**SMILES string**: O=C=CO.C=C

Mulliken population analysis, charges in e, atoms 1 to 5: 0.585 0.281 0.308 0.296 0.273

No. 7
C2H9OS | wB97M-V/def2-TZVPD

Cartesian coordinates (Å):
O: -0.407 -1.517 1.148
S: 0.840 1.061 0.104
H: 1.109 0.586 -2.214
H: -1.393 0.326 0.526
H: -0.061 -0.499 -1.572
H: -1.102 -2.170 0.988
H: 1.531 0.150 0.817
H: 1.696 -0.742 -1.202
H: -1.078 1.824 1.289
C: 0.891 -0.031 -1.348
H: 0.201 -2.021 1.709
H: -1.259 1.725 -0.588
C: -0.966 1.306 0.343

Cartesian forces (eV/Å) of the 6 atoms listed first:
O 0.150 -0.657 0.210
S 0.539 0.359 -1.527
H 0.240 0.143 0.009
H -0.112 -0.067 -0.360
H -0.105 -0.263 0.575
H -0.078 0.157 -0.095

Properties
**Energy relative to the best compared isomer or geometry (same formula, charge and spin)**: 69.0 kJ/mol
**Charge**: +1
**Spin multiplicity**: 1
**Calculated total energy**: -554.7237 Ha

Mulliken population analysis, charges in e, atoms 1 to 5: -0.578 0.233 0.349 0.261 0.320

No. 8
C20H29CaO4 | wB97M-V/def2-TZVPD

Cartesian coordinates (Å):
O: 0.327 0.600 -2.155
H: -1.647 2.594 -0.042
H: 1.406 2.371 -2.165
C: 0.894 -2.154 -0.629
H: 2.617 -0.887 -1.398
H: -0.711 -2.057 -8.546
C: 1.577 -1.079 -9.748
H: -0.539 -2.874 0.950
H: 1.072 1.552 2.655
C: -1.874 1.538 0.182
O: 2.138 3.222 2.195
C: -2.348 -0.712 -0.097
C: 0.564 1.821 -4.157
H: 2.450 -0.412 -9.757
H: -0.898 1.191 -10.386
C: 0.343 -0.323 -9.274
C: 0.507 1.962 -2.645
C: -0.052 -0.293 -3.242
H: -1.326 1.365 2.365
C: -0.354 0.615 -4.415
H: 0.808 -0.949 -3.438
H: -2.460 0.723 -1.846
H: 1.439 -1.493 -10.760
C: 1.501 2.251 1.824
O: 1.220 1.863 0.641
H: -1.762 -0.658 -8.906
C: 2.160 -0.855 0.810
H: -1.102 -1.650 -10.239
H: 1.590 1.566 -4.462
H: 1.264 2.256 -8.509
H: -0.500 2.149 -8.152
H: 1.782 -1.914 -9.060
C: 0.113 1.047 -10.009
H: 0.499 -2.627 -1.544
H: 0.875 1.297 -10.745
O: 0.563 0.306 -7.982
C: -2.012 -0.497 1.267
H: -0.179 0.127 -5.371
C: 1.127 -1.482 1.576
H: -2.575 -1.680 -0.577
H: -1.406 0.945 -4.364
H: 0.250 2.724 -4.669
C: -0.884 -1.225 -9.247
C: -2.276 0.545 -0.773
C: 0.358 -2.291 0.687
Ca: 0.095 0.149 -0.072
H: 2.893 -0.122 1.181
H: 0.933 -1.306 2.647
C: 2.015 -1.264 -0.555
H: -0.374 2.553 -2.328
H: -0.904 -0.904 -2.900
C: -1.707 0.890 1.446
H: -1.924 -1.269 2.047
C: 0.364 1.629 -8.597

Cartesian forces (eV/Å) of the 6 atoms listed first:
O 0.224 0.611 -2.451
H -0.198 -0.682 0.212
H -0.283 -0.124 -0.153
C 0.399 -0.295 0.331
H -0.352 -0.320 0.526
H -0.106 0.247 -0.195

Properties
**Energy relative to the best compared isomer or geometry (same formula, charge and spin)**: 0.0 kJ/mol
**Charge**: -1
**Spin multiplicity**: 1
**Calculated total energy**: -1758.1143 Ha

Mulliken population analysis, charges in e, atoms 1 to 5: -0.529 0.294 0.300 -0.564 0.405

No. 9
C2H4O4S | wB97M-V/def2-TZVPD

Cartesian coordinates (Å):
S: -0.881 -0.603 -0.520
O: -0.657 -0.403 2.173
O: -0.575 -1.618 -1.497
H: 0.046 1.604 -0.466
C: 0.063 -0.889 1.147
H: 0.560 -0.357 -2.294
H: -1.541 -0.601 2.175
H: 1.104 -0.655 1.124
O: 0.965 0.528 -1.911
O: -2.284 -0.313 -0.190
C: -0.107 0.831 -1.137

Cartesian forces (eV/Å) of the 6 atoms listed first:
S -1.322 1.000 1.395
O 5.354 0.886 0.021
O 0.406 -0.281 -0.087
H -0.065 1.954 1.063
C -3.926 0.725 -1.827
H 1.664 1.487 0.196

Properties
**Energy relative to the best compared isomer or geometry (same formula, charge and spin)**: 452.4 kJ/mol
**Charge**: 0
**Spin multiplicity**: 1
**Calculated total energy**: -777.5704 Ha

Mulliken population analysis, charges in e, atoms 1 to 5: 1.225 -0.380 -0.721 0.384 -0.245